# 1
C4H6N2O | ωB97M-V/def2-TZVPD

Output
Maximum force: 1.784 eV Å⁻¹
Orbital gap: 8.5 eV
Net charge: 0
Energy relative to the best compared isomer or geometry (same formula, charge and spin): 3.8342 eV
E_HOMO: -8.2 eV

Geometry as XYZ:
```
13
Properties=species:S:1:pos:R:3:forces:R:3
C 2.146545 0.548618 0.108890 0.1 0.1 -0.1
C 0.760476 -0.009892 0.062154 0.4 -0.6 0.1
C 0.452981 -1.339030 0.128678 -0.1 1.1 0.3
N -1.130625 -1.151610 0.012502 0.3 -1.5 -1.0
C -1.384607 0.248575 -0.081552 0.5 0.7 0.0
O -2.667253 0.631886 -0.177289 0.2 0.3 0.0
N -0.323029 0.936699 -0.048471 -0.7 -0.4 -0.1
H 2.272183 1.226800 0.962610 0.0 -0.1 -0.1
H 2.375165 1.120727 -0.799339 0.0 -0.1 0.1
H 2.867937 -0.268162 0.201577 -0.1 0.1 0.0
H -1.216899 -1.691448 -0.867631 -0.3 0.6 0.3
H -1.648396 -1.673644 0.706751 -0.1 0.1 0.3
H -2.663013 1.603226 -0.206098 -0.1 -0.2 0.0
```
Forces are in eV/Å.


# 2
C20H29MnN3P2S | ωB97M-V/def2-TZVPD

Output
Multiplicity: 5
Maximum force: 2.242 eV Å⁻¹
Orbital gap (alpha / beta): 6.4 / 6.3 eV
Net charge: +1
E_HOMO (alpha / beta): -9.0 / -9.1 eV

Geometry as XYZ:
```
56
Properties=species:S:1:pos:R:3:forces:R:3
C -1.664708 2.870823 -2.792449 0.2 0.3 0.1
C -1.326741 1.751011 -2.035841 0.6 -0.1 0.2
C 0.053992 1.487561 -1.789398 0.0 0.5 -0.4
C 1.025431 2.361261 -2.304112 -0.5 0.4 -0.3
C 0.660152 3.505402 -3.014780 -0.3 -0.2 -0.1
C -0.687488 3.762640 -3.267178 -0.3 -0.2 0.1
C 2.457400 2.033506 -2.024000 0.2 0.3 0.4
C 2.690325 0.557736 -2.030407 0.4 -0.5 -0.2
C 1.668732 -0.248650 -1.507210 0.0 0.1 -0.3
C 1.829429 -1.664400 -1.491308 0.1 0.8 0.1
C 2.990389 -2.202366 -2.041383 0.3 0.1 0.1
C 4.018795 -1.388552 -2.539544 -0.2 -0.2 0.1
C 3.868470 -0.002808 -2.519921 -0.3 -0.3 0.0
H -2.723858 3.053663 -2.997358 0.4 0.0 0.0
H 1.437937 4.181921 -3.382117 -0.3 -0.2 0.1
H -0.999049 4.645432 -3.826332 0.1 -0.3 0.1
H 3.099562 2.517447 -2.761427 0.1 0.1 0.2
H 3.080118 -3.288484 -2.081534 0.1 0.2 0.0
H 4.917335 -1.846521 -2.949264 -0.2 0.1 0.1
H 4.651863 0.654336 -2.902097 -0.2 -0.2 0.1
N 0.486808 0.362307 -1.090131 -0.8 -1.1 1.5
Mn -0.067453 0.190040 0.969034 0.7 -1.0 -1.4
C -2.406825 0.838599 -1.481863 0.0 -0.1 -0.1
H -2.300470 -0.186000 -1.869757 0.0 0.2 0.1
H -3.398776 1.213612 -1.769747 0.2 -0.1 0.0
C 0.722459 -2.569273 -0.980423 0.2 -0.1 -0.4
H -0.219835 -2.355573 -1.512189 0.2 0.0 0.3
H 0.998870 -3.618782 -1.166337 -0.1 0.2 -0.1
P -2.318095 0.741157 0.353586 -0.4 0.2 -0.5
P 0.357451 -2.469475 0.802318 -0.9 1.2 -1.7
C 1.499226 -3.574334 1.631589 -0.1 -0.2 0.4
H 1.318619 -3.541337 2.713093 0.1 -0.1 -0.2
H 1.356193 -4.597301 1.261621 0.0 0.2 0.1
H 2.528160 -3.251143 1.437658 -0.2 0.0 0.0
C -1.347345 -3.011029 1.021623 -0.3 -0.9 0.4
H -1.364579 -4.111639 1.048958 -0.2 0.2 0.1
H -1.781875 -2.622445 1.952218 0.1 -0.2 -0.2
H -1.972784 -2.672355 0.184132 0.4 0.0 0.2
C -2.782617 2.446279 0.821271 -0.1 0.0 0.2
H -3.750511 2.721465 0.374335 0.3 -0.1 0.2
H -2.837614 2.517176 1.913773 -0.1 0.0 -0.2
H -2.014805 3.147419 0.471320 -0.1 -0.2 0.0
C -3.727038 -0.276726 0.900653 -0.4 0.1 0.0
H -3.657749 -0.403527 1.990427 -0.1 0.0 -0.3
H -4.685349 0.205346 0.655902 0.2 -0.2 0.1
H -3.685855 -1.269767 0.435208 -0.1 0.3 0.1
H 2.709887 2.427512 -1.017590 0.1 0.0 -0.3
H 0.883980 -1.207345 1.442026 0.6 0.7 0.7
N 0.246473 1.127111 5.607195 0.1 -0.3 -0.1
C 0.006414 0.487364 4.449949 0.1 0.4 -0.3
N -0.185950 -0.841161 4.533604 0.2 -0.2 0.0
S -0.022453 1.389768 2.977216 0.0 0.0 1.5
H 0.493752 0.613568 6.449168 -0.3 0.3 -0.3
H 0.336122 2.134510 5.620311 0.2 -0.3 -0.2
H -0.526941 -1.382385 3.748115 0.3 0.4 0.2
H 0.062396 -1.342573 5.379381 -0.3 0.1 -0.2
```
Forces are in eV/Å.


# 3
C3H6O2 | ωB97M-V/def2-TZVPD

Output
Maximum force: 1.072 eV Å⁻¹
Orbital gap: 10.5 eV
Net charge: 0
Energy relative to the best compared isomer or geometry (same formula, charge and spin): 2.0111 eV
E_HOMO: -9.7 eV

Geometry as XYZ:
```
11
Properties=species:S:1:pos:R:3:forces:R:3
C -0.138355 0.552613 -0.121526 -0.5 0.3 0.9
C -0.794031 -0.828742 0.064916 -0.1 -0.4 0.0
C 1.024931 -0.077456 0.636779 0.8 0.2 0.1
H -0.574014 1.470455 -1.762860 0.4 -0.2 0.0
H -0.656355 1.355146 0.448230 0.3 -0.4 -0.3
H -1.768854 -0.890581 0.566282 0.2 0.1 -0.1
H -0.807385 -1.423046 -0.855135 0.0 0.1 0.0
H 1.399389 0.427436 1.552608 -0.2 -0.3 -0.6
H 1.850949 -0.309358 -0.060248 -0.1 0.2 0.3
O 0.189473 0.985021 -1.411181 -0.4 0.2 -0.3
O 0.274251 -1.261488 0.942137 -0.3 0.2 -0.1
```
Forces are in eV/Å.


# 4
C9H11N4S | ωB97M-V/def2-TZVPD

Output
Maximum force: 4.510 eV Å⁻¹
Orbital gap: 8.9 eV
Net charge: +1
Energy relative to the best compared isomer or geometry (same formula, charge and spin): 0.0000 eV
E_HOMO: -12.2 eV

Geometry as XYZ:
```
25
Properties=species:S:1:pos:R:3:forces:R:3
C -2.995978 -1.235358 -0.152570 2.2 1.2 0.5
C -1.898059 -0.368653 -0.044941 -0.8 -2.3 -0.8
C -1.208780 -2.463322 0.058467 2.0 1.9 0.6
C 2.629754 0.114582 0.797276 -0.7 -0.1 0.4
C -1.926730 1.051508 -0.226478 1.3 1.3 -0.1
C -0.794837 1.775397 -0.390737 -1.4 1.3 0.5
C -0.825133 3.275643 -0.269598 -4.5 -0.5 -0.4
C 3.943820 0.032196 0.615807 -0.1 -2.6 -1.5
C 2.636416 -1.791741 -0.317904 -0.1 0.3 0.0
N 1.844977 -0.890590 0.246644 1.7 -0.7 0.0
N 0.163654 4.022827 -0.208924 1.3 -0.4 -0.4
N -0.768868 -1.188961 0.099155 -1.4 -1.6 -0.3
N -2.493367 -2.512921 -0.053445 -1.9 -2.0 -0.5
S 4.334012 -1.452869 -0.234494 -1.3 0.6 0.1
H -3.980663 -0.884527 -0.224907 -1.3 -0.4 -0.2
H 2.281740 0.862818 1.473041 -1.0 0.5 -0.1
H -2.893487 1.565154 -0.272614 0.3 -0.3 0.5
H 0.134658 1.375005 -0.660290 1.4 -0.9 0.2
H -2.043905 3.534463 -0.242046 2.9 0.3 0.0
H -0.617796 -3.328319 0.197530 0.7 -0.5 0.0
H 4.675561 0.728674 0.815594 1.4 1.2 0.8
H 2.239804 -2.675060 -0.845303 0.4 0.5 0.4
H 0.123247 5.036863 -0.234498 -0.8 -0.2 0.3
H 0.307011 -1.084503 0.195696 -0.1 1.1 0.0
H -2.867042 -3.498318 -0.120464 -0.5 2.1 0.1
```
Forces are in eV/Å.


# 5
Br2H2N2 | ωB97M-V/def2-TZVPD

Output
Maximum force: 8.292 eV Å⁻¹
Orbital gap: 7.9 eV
Net charge: 0
Energy relative to the best compared isomer or geometry (same formula, charge and spin): 1.9156 eV
E_HOMO: -9.4 eV

Geometry as XYZ:
```
6
Properties=species:S:1:pos:R:3:forces:R:3
N -0.320275 -0.416935 0.645387 -0.6 -2.6 -0.4
N 0.679463 0.226160 0.279880 6.5 -1.0 -5.0
Br -1.596585 -1.465959 -0.557131 0.6 0.7 0.4
Br 0.468072 1.831627 -1.040266 -0.2 -0.3 0.3
H -0.803235 0.246367 1.155644 -2.6 1.0 1.5
H 1.572561 -0.421259 -0.483513 -3.8 2.2 3.2
```
Forces are in eV/Å.


# 6
C19H25B2Br2F2N8OTa | ωB97M-V/def2-TZVPD

Output
Multiplicity: 2
Maximum force: 2.716 eV Å⁻¹
Orbital gap (alpha / beta): 4.9 / 3.5 eV
Net charge: +3
Energy relative to the best compared isomer or geometry (same formula, charge and spin): 0.6068 eV
E_HOMO (alpha / beta): -16.5 / -16.5 eV

Geometry as XYZ:
```
60
Properties=species:S:1:pos:R:3:forces:R:3
Ta -0.052391 1.335636 0.988413 0.0 -0.7 -1.3
C 3.376586 2.392183 -0.388189 -0.7 -0.6 0.7
C 2.585954 1.198190 -0.897758 0.2 0.3 1.0
C 3.052534 0.299404 -1.840728 0.6 1.7 0.1
C 2.082997 -0.652549 -1.991337 -1.4 0.4 0.0
N 1.016922 -0.344880 -1.219167 1.4 -0.9 0.2
N 1.346966 0.784027 -0.443921 0.5 -0.7 -1.2
B -0.198887 -1.248132 -0.735662 0.1 0.8 -0.1
N -1.389131 -0.184563 -0.956743 0.4 -1.2 1.1
C -2.375774 -0.305161 -1.815084 0.0 0.3 -0.2
C -3.448709 0.493317 -1.440829 0.6 0.1 0.4
C -3.044904 1.059281 -0.240379 -0.9 -0.4 -0.1
C -3.905597 1.803550 0.690890 -0.4 0.6 0.7
N -1.780153 0.652876 0.051110 0.6 0.7 0.5
N 0.104539 -1.502388 0.800536 -0.4 1.1 -0.5
C 0.673907 -2.586958 1.279030 -0.2 -0.6 0.3
C 0.884070 -2.410440 2.644528 0.9 -0.8 0.4
C 0.539199 -1.129431 2.945281 0.2 -0.2 -1.0
C 0.644418 -0.426935 4.209469 0.0 -0.3 1.2
N 0.081099 -0.540232 1.804228 -0.5 0.1 -0.4
N -0.455343 -2.543591 -1.372519 -0.7 1.0 1.8
C -1.176828 -3.617996 -0.833580 1.1 0.7 -0.4
C -1.174893 -4.569718 -1.764839 0.2 -0.8 -1.5
C -0.468467 -4.027212 -2.903050 -0.6 1.5 1.8
C -0.075161 -4.734045 -4.100614 0.3 -1.4 -0.2
N -0.096978 -2.742158 -2.651889 -0.2 -2.6 -0.6
H 4.078259 2.066071 0.395200 -0.2 0.1 -0.3
H 3.945107 2.811307 -1.182723 0.6 0.1 -0.8
H 2.799748 3.232315 -0.002607 -0.3 -0.2 0.1
H 3.928987 0.555751 -2.427480 0.0 -0.8 0.1
H 2.008646 -1.439796 -2.704232 -0.1 -0.7 -0.2
H -2.187968 -0.940612 -2.632663 -0.2 -0.7 -1.0
H -4.372826 0.642999 -1.969081 -0.1 -0.1 0.1
H -4.859051 1.996353 0.183585 0.2 0.1 0.4
H -4.091975 1.248683 1.631460 0.0 0.0 -0.6
H -3.469939 2.754644 1.021470 -0.2 0.1 -0.3
H 0.839090 -3.406030 0.590370 0.1 -0.1 0.4
H 1.321097 -3.080906 3.368371 -0.1 -0.2 -0.2
H 0.518211 -1.158855 5.020675 0.0 0.3 -0.1
H 1.610861 0.038493 4.391896 0.1 0.1 -0.2
H -0.148837 0.290279 4.286645 -0.5 0.6 0.3
H -1.463476 -3.806685 0.172958 -0.3 0.7 0.7
H -1.586422 -5.567309 -1.605345 0.2 0.4 -0.4
H -0.084023 -5.837338 -3.923050 -0.4 0.9 -0.3
H -0.684032 -4.434250 -4.940537 0.0 -0.2 -0.5
H 0.963413 -4.508488 -4.233914 0.6 0.3 -0.7
Br -0.908341 2.217286 -3.882982 0.4 0.3 0.4
C 0.504249 2.804913 -2.748088 -1.2 -0.6 0.1
Br -0.161884 3.412492 -0.898357 -0.2 0.1 0.2
H 0.914507 3.729118 -3.079278 0.4 0.5 -0.3
H 1.180840 1.999946 -2.529983 0.2 0.0 -0.1
F -1.454845 4.238486 2.323357 0.3 0.1 -0.2
B -1.122272 3.020331 2.113432 -0.4 0.1 0.6
F -1.799923 1.979832 2.647069 0.5 -0.1 -0.1
C 1.104495 3.441966 3.789640 -0.5 -0.6 -0.4
C 0.949252 2.542343 2.601616 1.2 0.5 1.1
O 1.790839 1.798218 2.110858 -1.2 0.6 -0.3
H 2.095617 3.474294 4.258903 -0.1 -0.2 -0.5
H 0.379473 3.003293 4.481569 -0.1 0.1 0.5
H 0.717145 4.428779 3.554046 0.1 0.3 0.0
```
Forces are in eV/Å.


# 7
C4H8O2 | ωB97M-V/def2-TZVPD

Output
Maximum force: 6.827 eV Å⁻¹
Orbital gap: 10.4 eV
Net charge: 0
Energy relative to the best compared isomer or geometry (same formula, charge and spin): 5.0354 eV
E_HOMO: -9.7 eV

Geometry as XYZ:
```
14
Properties=species:S:1:pos:R:3:forces:R:3
C -1.245079 -0.155077 0.942294 -4.3 -0.4 -0.6
C 0.203203 -0.094247 0.735269 1.2 4.9 3.6
C 1.058549 -0.780078 -0.187805 -0.2 -2.2 0.3
O 0.133193 -1.565435 -0.987295 3.2 4.3 -4.3
C 0.775929 0.737350 -0.390270 4.7 -0.3 -0.9
O 0.124944 1.081842 -1.604969 -2.5 0.2 3.1
H -1.671900 0.958545 0.778095 0.6 -2.4 0.7
H -1.794728 -0.830763 0.112905 1.3 1.6 1.9
H -1.638223 -0.563269 1.982924 1.1 1.0 -2.1
H 0.714903 0.552266 1.565111 -0.8 -2.1 -0.6
H 2.016419 -1.284343 0.164707 -1.2 0.8 -0.9
H 0.313398 -0.768008 -1.853908 -1.8 -3.9 2.7
H 1.738873 1.410441 -0.189103 -2.5 -1.3 -0.2
H -0.729482 1.300776 -1.067956 1.2 -0.2 -2.7
```
Forces are in eV/Å.


# 8
C2H3F3O3S | ωB97M-V/def2-TZVPD

Output
Maximum force: 9.507 eV Å⁻¹
Orbital gap: 12.4 eV
Net charge: 0
Energy relative to the best compared isomer or geometry (same formula, charge and spin): 2.6899 eV
E_HOMO: -11.8 eV

Geometry as XYZ:
```
12
Properties=species:S:1:pos:R:3:forces:R:3
C 1.404825 0.229435 0.884398 7.9 -4.6 -2.7
O 1.100069 0.195364 -0.533212 -1.0 -0.2 0.7
S -0.128040 -0.690734 -0.892381 -0.4 -0.1 -5.6
O -0.178929 -0.649727 -2.399363 -0.2 -0.2 4.7
O -0.108668 -1.906506 -0.155376 -0.2 -0.1 0.0
C -1.525946 0.361588 -0.223142 0.7 -2.5 0.3
F -1.282157 1.589298 -0.442259 0.1 2.6 -0.9
F -1.546479 0.172532 1.083992 -0.2 -0.2 1.1
F -2.665594 -0.041488 -0.728255 -0.5 0.1 -0.4
H 0.937579 0.921658 1.388012 -3.1 3.4 2.6
H 2.572577 0.773271 0.607541 -3.1 -2.1 2.0
H 1.420763 -0.954692 1.410044 0.1 3.9 -1.7
```
Forces are in eV/Å.


# 9
C4H11N2 | ωB97M-V/def2-TZVPD

Output
Maximum force: 4.667 eV Å⁻¹
Orbital gap: 11.6 eV
Net charge: +1
Energy relative to the best compared isomer or geometry (same formula, charge and spin): 1.6017 eV
E_HOMO: -14.7 eV

Geometry as XYZ:
```
17
Properties=species:S:1:pos:R:3:forces:R:3
H 2.331586 -2.541364 0.103629 -0.2 1.4 -0.5
N 1.653253 -1.756357 -0.018582 -0.5 -0.4 1.0
C 1.941398 -0.543340 0.262491 1.2 -1.9 -1.7
C 0.968035 0.544691 0.211249 0.1 0.8 -1.4
C -0.399662 0.284115 -0.472131 1.3 0.5 -1.8
C -1.314398 1.249256 0.116446 -3.2 3.1 1.4
N -0.841242 -1.090297 -0.345545 -1.4 -1.6 1.8
H 2.967104 -0.197725 0.258988 0.5 -0.2 1.0
H 1.523797 1.324389 -0.398486 -1.0 -0.4 1.0
H 0.810238 0.899689 1.229899 0.1 0.3 0.0
H -0.330021 0.356819 -1.564804 0.4 0.7 0.2
H -1.234868 1.167158 1.207652 0.0 0.0 0.0
H -2.478039 1.234433 -0.016500 2.2 -0.4 -0.6
H -0.985752 2.327707 -0.077648 -0.4 -1.5 0.0
H 0.094643 -1.690728 -0.323347 -0.3 -0.1 0.2
H -1.543977 -1.372962 -1.042274 0.6 0.2 0.0
H -1.358861 -1.161448 0.557829 0.7 -0.4 -0.5
```
Forces are in eV/Å.


# 10
C5H13NO2S | ωB97M-V/def2-TZVPD

Output
Maximum force: 3.361 eV Å⁻¹
Orbital gap: 9.3 eV
Net charge: 0
Energy relative to the best compared isomer or geometry (same formula, charge and spin): 0.9959 eV
E_HOMO: -8.6 eV

Geometry as XYZ:
```
22
Properties=species:S:1:pos:R:3:forces:R:3
C 1.488659 2.626772 0.120903 0.2 -0.6 -1.6
C 2.214042 1.259704 0.137603 -2.1 0.8 -1.3
C 1.481980 0.223432 -0.763035 1.4 1.5 2.6
N 2.052384 -0.986015 -0.767458 -0.7 -1.2 -2.2
O 0.442052 0.458800 -1.287646 -1.7 0.8 -1.8
H 2.081445 3.316776 0.644418 1.0 1.2 0.4
H 0.610736 2.589310 0.700539 -1.3 -0.3 0.8
H 1.165573 3.038909 -0.856172 0.6 -0.4 0.4
H 2.077016 0.976412 1.160871 0.5 -0.8 0.7
H 3.239053 1.329203 -0.148476 0.8 0.0 0.0
H 1.430501 -1.630472 -1.278322 0.7 0.0 0.7
H 2.394970 -1.254707 0.109389 0.8 -0.8 1.1
C -3.080459 -1.931417 0.206884 -0.9 1.5 -0.5
C -1.572831 -1.752797 0.056580 -0.5 0.2 0.0
S -0.866399 -0.555834 1.265150 -0.5 -0.3 -0.8
O -1.485450 0.878885 0.702965 -2.0 -1.3 1.9
H -3.304485 -2.337932 1.218988 -0.3 0.4 -0.9
H -3.527142 -0.862194 0.019504 0.6 -1.9 0.9
H -3.539253 -2.522756 -0.641883 0.7 0.2 1.1
H -1.449195 -1.507209 -0.989525 0.8 0.7 -0.1
H -1.004679 -2.659094 0.200734 0.1 -0.5 0.4
H -0.848526 1.302229 0.187982 1.8 0.9 -1.8
```
Forces are in eV/Å.


# 11
C3H2O3 | ωB97M-V/def2-TZVPD

Output
Maximum force: 0.617 eV Å⁻¹
Orbital gap: 8.3 eV
Net charge: 0
Energy relative to the best compared isomer or geometry (same formula, charge and spin): 1.5693 eV
E_HOMO: -10.0 eV

Geometry as XYZ:
```
8
Properties=species:S:1:pos:R:3:forces:R:3
O -2.206547 0.592880 0.657836 0.4 -0.1 0.1
C -1.044668 0.298201 0.742078 -0.5 0.3 0.1
C -0.186691 0.200414 -0.524886 -0.2 0.2 -0.6
O -0.559455 0.601288 -1.598902 0.2 -0.2 0.5
C 1.182862 -0.438822 -0.369848 0.3 -0.2 0.4
O 1.648054 -0.675910 0.717702 -0.2 0.1 -0.5
H -0.531030 0.089520 1.696028 -0.1 0.0 -0.1
H 1.697473 -0.667571 -1.320006 0.0 0.1 0.0
```
Forces are in eV/Å.